1.
The following is a DFT calculation (the ωB97M-V functional and the def2-TZVPD basis) of an isolated molecule of C3H2N2 at a distorted geometry.

```
7
Properties=species:S:1:pos:R:3:forces:R:3
C -0.806 0.038 -0.042 -1.32 -0.49 1.41
C 0.488 0.819 -0.062 -0.76 2.94 0.67
C 0.443 -0.905 -0.018 -0.59 -1.31 -1.43
N 1.350 -0.021 -0.739 0.93 -1.06 -2.16
N 1.345 -0.068 0.699 0.37 -0.01 1.92
H -1.227 -0.114 0.997 -0.04 0.80 -1.25
H -1.593 0.250 -0.837 1.40 -0.86 0.82
```
Forces are in eV/Å.

Properties
- 2S+1: 3
- Largest force on an atom: 0.060 Eh/bohr
- Kohn-Sham gap (alpha / beta): 9.40 / 7.41 eV
- Energy above the lowest of the compared OMol25 structures with the same formula, charge and spin: 3.656 eV
- <S²>: 2.006
- DFT total energy: -224.6725 a.u.

---

2.
The following is a DFT calculation (the ωB97M-V functional and the def2-TZVPD basis) of an isolated molecule of C3H2N2O at a distorted geometry.

```
8
Properties=species:S:1:pos:R:3:forces:R:3
C 0.271 0.329 0.454 -2.57 1.71 1.57
C -0.919 -0.590 0.707 -1.20 -5.81 -2.06
C 0.152 0.552 -1.025 0.48 2.33 -2.02
H 1.994 -0.760 0.942 -2.27 3.84 0.40
H 0.032 1.202 1.114 -0.96 0.44 -1.85
N -1.558 -1.574 0.427 2.49 4.86 1.91
N 0.017 1.020 -2.096 0.38 -1.72 2.88
O 1.467 0.211 1.102 3.65 -5.65 -0.85
```
Forces are in eV/Å.

Properties
- Structure (SMILES): N#CC(O)C#N
- Largest force on an atom: 0.132 Eh/bohr
- Kohn-Sham gap: 11.95 eV
- Energy above the lowest of the compared OMol25 structures with the same formula, charge and spin: 1.938 eV
- DFT total energy: -300.1602 a.u.

---

3.
The following is a DFT calculation (the ωB97M-V functional and the def2-TZVPD basis) of an isolated molecule of C3H2N2O at a distorted geometry.

```
8
Properties=species:S:1:pos:R:3:forces:R:3
C 0.194 1.577 -2.231 0.21 -1.95 -0.17
C -0.082 -0.953 -1.489 1.63 0.08 1.20
C 0.088 -0.093 -0.276 -2.80 -0.05 1.66
N 0.419 2.540 -2.804 -0.06 1.04 -0.27
N 0.061 0.369 -1.658 -0.27 2.20 0.01
O 0.080 -2.001 -1.993 -0.76 -0.77 -0.76
H -0.789 0.187 0.412 0.95 -0.47 -1.45
H 0.971 -0.061 0.318 1.11 -0.08 -0.21
```
Forces are in eV/Å.

Properties
- Structure (SMILES): N#CN1CC1=O
- Largest force on an atom: 0.063 Eh/bohr
- Kohn-Sham gap: 11.23 eV
- Energy above the lowest of the compared OMol25 structures with the same formula, charge and spin: 1.746 eV
- DFT total energy: -300.1672 a.u.

---

4.
The following is a DFT calculation (the ωB97M-V functional and the def2-TZVPD basis) of an isolated molecule of C3H2N2O at a distorted geometry.

```
8
Properties=species:S:1:pos:R:3:forces:R:3
C 0.240 0.374 -0.507 0.63 -1.75 -1.11
C -0.885 1.368 -1.125 0.65 0.45 -0.87
C -0.231 -0.692 0.510 -1.59 2.31 0.94
N 0.421 1.672 -0.064 1.03 0.47 1.81
N -0.015 2.375 -1.131 -1.04 -0.88 -0.56
O 0.143 -1.806 0.552 0.82 -1.40 -0.36
H 0.966 -0.041 -1.310 -1.58 0.93 1.11
H -1.055 -0.330 1.247 1.07 -0.13 -0.96
```
Forces are in eV/Å.

Properties
- Structure (SMILES): O=C[C@H]1C2=NN21
- Largest force on an atom: 0.057 Eh/bohr
- Kohn-Sham gap: 9.15 eV
- Energy above the lowest of the compared OMol25 structures with the same formula, charge and spin: 4.893 eV
- DFT total energy: -300.0516 a.u.